# 1
Computed, not measured: C21H20CrF9N2O4 as an isolated structure, with ωB97M-V/def2-TZVPD.

Last column: Löwdin spin population.
Cartesian coordinates (Å):
Cr -0.389561 -0.650303 -0.034926  2.82
O 1.068704 -0.420566 3.656416  0.01
C 0.834802 -0.463138 2.466380  0.00
O -0.290896 -0.702901 1.898251  0.01
C 1.971836 -0.195590 1.492669  0.01
C 3.293571 -0.099997 1.976271  0.00
C 4.291996 0.145928 1.087615  0.01
C 3.977948 0.382732 -0.273502  0.00
C 4.963687 0.723972 -1.229197  0.00
C 4.609152 1.029687 -2.510534  0.00
C 3.249264 1.025620 -2.884560  0.00
C 2.276276 0.678696 -1.989530  0.00
C 2.627440 0.318684 -0.671324  0.00
N 1.651735 -0.038804 0.223875  0.00
H 3.445963 -0.239821 3.035492  0.00
H 5.326117 0.196891 1.404210  0.00
H 5.999358 0.752840 -0.917040  0.00
H 5.363004 1.300608 -3.236689  0.00
H 2.972759 1.319481 -3.888556  0.00
H 1.235106 0.719118 -2.255452  0.00
C -1.590773 -4.111848 -1.521206  0.00
C -1.530004 -3.617186 -0.076193  0.01
C -0.630578 -4.513210 0.772372  0.00
C -2.928134 -3.526353 0.526852  0.00
O -0.981265 -2.327723 -0.067249  0.03
H -1.995328 -5.124067 -1.571432  0.00
H -0.592047 -4.118180 -1.960585  0.00
H -2.230895 -3.457414 -2.114103  0.00
H -1.028106 -5.528638 0.825039  0.00
H -0.554813 -4.111289 1.781906  0.00
H 0.371145 -4.559097 0.342750  0.00
H -3.405172 -4.508129 0.552333  0.00
H -3.551818 -2.855360 -0.065464  0.00
H -2.874024 -3.135853 1.542031  0.00
F -2.780463 4.009184 0.742841  0.00
C -1.675277 3.334045 0.389239  0.00
F -1.052965 4.040811 -0.566859  0.00
F -0.869685 3.288659 1.445733  0.00
C -1.994510 1.894385 -0.121296  0.01
O -0.846136 1.193577 -0.145737  0.05
C -2.610285 1.983859 -1.552918  0.00
F -3.526224 2.951425 -1.679492  0.00
F -3.201856 0.821095 -1.894613  0.00
F -1.659422 2.208194 -2.468576  0.00
C -3.033205 1.233791 0.836066  0.00
F -3.013149 -0.101789 0.657748  0.01
F -4.292001 1.647975 0.620206  0.00
F -2.734769 1.468935 2.110137  0.00
C -1.776120 -2.045018 -5.081166  0.00
C -1.002808 -0.781771 -4.697644  0.00
C -0.786370 -0.724381 -3.256419  0.02
N -0.642620 -0.712828 -2.122830  0.00
H -1.895412 -2.083433 -6.162470  0.00
H -2.763376 -2.044124 -4.623550  0.00
H -1.247383 -2.939423 -4.757975  0.00
H -1.542601 0.125989 -4.976099  0.00
H -0.024479 -0.739377 -5.180670  0.00

Force components x, y, z for each atom (eV/Å):
Cr 0.05 -0.38 0.44
O 0.00 -0.06 -0.05
C 0.06 0.02 0.19
O -0.08 0.10 -0.21
C 0.24 0.06 -0.04
C -0.13 0.00 -0.11
C -0.02 0.02 -0.04
C 0.04 0.00 0.03
C -0.04 -0.01 0.02
C -0.01 0.00 -0.01
C -0.04 -0.01 0.03
C 0.16 0.00 -0.03
C -0.08 0.03 0.00
N -0.22 -0.10 0.14
H 0.02 0.00 0.02
H 0.03 0.00 0.01
H 0.03 0.01 0.01
H 0.02 0.00 -0.01
H 0.00 0.01 -0.01
H -0.10 0.01 0.00
C -0.04 -0.09 0.07
C 0.06 0.08 0.09
C -0.05 -0.07 -0.05
C -0.06 -0.10 -0.03
O 0.03 0.14 -0.21
H -0.01 -0.02 0.00
H 0.04 0.01 0.01
H -0.03 0.04 -0.01
H -0.01 0.00 0.00
H -0.02 0.02 0.02
H 0.02 0.02 -0.02
H 0.01 -0.01 0.00
H 0.01 0.02 -0.02
H 0.03 0.02 0.03
F 0.05 -0.05 -0.06
C -0.02 0.06 0.06
F -0.03 -0.02 0.02
F 0.00 0.00 -0.05
C -0.01 -0.06 0.09
O 0.04 0.26 -0.11
C -0.15 0.06 -0.09
F 0.06 -0.06 0.02
F 0.02 0.05 0.07
F 0.04 0.01 0.01
C -0.16 -0.06 0.08
F -0.04 0.11 -0.02
F 0.15 -0.04 -0.01
F 0.00 0.01 -0.04
C -0.01 0.01 -0.10
C -0.03 0.06 0.08
C -0.06 -0.07 0.11
N 0.27 0.07 -0.35
H -0.01 0.00 0.01
H -0.01 -0.01 0.01
H 0.01 -0.01 0.01
H 0.00 -0.04 -0.01
H -0.02 -0.03 0.01

Calculated values
Gap between HOMO and LUMO (spin up / spin down), eV: 8.455 / 8.848
LUMO (spin up / spin down), eV: -0.59 / -0.66
ΔE to the lowest compared entry with this formula, charge and spin, kJ/mol: 51.6
Spin multiplicity: 4
HOMO level (spin up / spin down), hartree: -0.33225 / -0.34956
Expectation value of S²: 3.775

# 2
Computed, not measured: C21H20F5NO5S5SeTi as an isolated structure at a distorted geometry, with ωB97M-V/def2-TZVPD.

Last column: Löwdin spin population.
Cartesian coordinates (Å):
Ti 0.978591 -0.271584 0.664380  0.42
O 1.242696 -1.467316 -3.097051  0.07
C 1.473602 -1.268606 -1.816156  0.14
O 0.701519 -0.529190 -1.109008  0.00
C 2.574055 -1.846972 -1.107001  0.08
C 3.545439 -2.812316 -1.435537  0.02
C 4.406368 -3.233215 -0.444217  0.06
C 4.334666 -2.701927 0.859397  0.03
C 3.387747 -1.729385 1.098749  0.05
N 2.551522 -1.318432 0.144532  0.05
C 3.006888 -0.987915 2.346663  0.01
O 3.352337 -1.422965 3.560758  0.00
O 1.797929 -0.523278 2.258408  -0.01
H 0.524476 -0.878691 -3.393892  0.00
H 3.582717 -3.223001 -2.431456  0.00
H 5.145745 -3.990389 -0.655341  0.00
H 4.980226 -3.065887 1.642026  0.00
H 4.284779 -1.665469 3.628563  0.00
C -2.568339 0.170720 -3.108207  0.00
C -1.855741 1.342384 -3.767856  0.00
S -0.156464 1.581075 -3.117183  0.00
C -0.121261 3.365420 -2.761042  0.00
C -1.118532 3.836910 -1.721208  0.00
S -1.059479 2.842352 -0.176417  0.00
C -2.837761 2.553367 0.099341  0.00
C -3.495829 1.589848 -0.873646  0.00
S -2.466682 0.129494 -1.281839  0.00
H -2.136841 -0.781374 -3.420118  0.00
H -3.625258 0.176045 -3.381311  0.00
H -2.390238 2.275628 -3.602297  0.00
H -1.789983 1.170501 -4.844134  0.00
H -0.275430 3.901296 -3.699578  0.00
H 0.899462 3.527778 -2.417644  0.00
H -2.138641 3.779579 -2.093963  0.00
H -0.897607 4.871688 -1.455751  0.00
H -3.343865 3.519090 0.077211  0.00
H -2.880201 2.150017 1.111351  0.00
H -3.731917 2.070287 -1.820726  0.00
H -4.418067 1.221273 -0.424932  0.00
C 1.785526 3.509047 3.084848  0.00
O 2.936621 2.684160 2.976738  0.01
C 3.035269 1.861739 1.981012  0.01
S 4.297131 0.702684 2.108535  0.00
S 2.003835 1.941665 0.641806  0.01
H 1.867940 4.016941 4.043650  0.00
H 0.882055 2.884634 3.053880  0.00
H 1.746974 4.227214 2.264540  0.00
F -3.426784 -5.408797 1.807380  0.00
C -2.901528 -4.189548 1.814206  0.00
C -1.602189 -3.975927 1.358274  0.00
F -0.856373 -4.983283 0.905144  0.00
C -1.085721 -2.688874 1.371918  0.00
F 0.204518 -2.487527 0.892094  0.01
C -1.797010 -1.586290 1.836028  0.00
Se -1.073468 0.144239 1.917334  0.00
C -3.105106 -1.828834 2.271513  0.00
F -3.821374 -0.783129 2.680600  0.00
C -3.654925 -3.101241 2.267743  0.00
F -4.898016 -3.295713 2.688890  0.00

Force components x, y, z for each atom (eV/Å):
Ti -2.06 2.04 1.49
O 0.29 -0.09 0.60
C -0.42 0.11 -0.79
O 0.25 -1.10 -2.95
C 0.65 -0.13 0.28
C -0.40 0.31 -0.03
C 0.00 0.12 0.08
C -0.49 0.37 -0.11
C 0.42 -0.66 0.07
N 0.60 -1.08 -0.78
C 1.34 0.44 0.04
O -0.32 -0.41 0.23
O 1.12 -0.80 2.08
H 0.08 0.05 0.07
H 0.02 -0.06 -0.08
H 0.01 -0.06 -0.08
H 0.11 -0.01 0.06
H -0.02 0.02 -0.09
C -0.11 0.11 0.65
C 0.50 0.05 0.08
S -0.35 0.22 -0.51
C -0.02 -0.37 -0.25
C 0.03 -0.29 0.59
S -0.34 0.52 -0.13
C 0.49 0.06 -0.04
C 0.18 -0.51 -0.07
S -0.43 -0.03 -0.36
H -0.06 -0.04 -0.08
H 0.09 -0.13 -0.18
H -0.08 -0.02 -0.05
H -0.10 0.11 0.05
H 0.15 0.10 0.10
H 0.06 0.13 -0.07
H -0.03 0.10 -0.06
H -0.11 0.01 -0.14
H -0.06 -0.05 0.12
H -0.07 0.15 -0.07
H -0.10 0.08 0.01
H -0.10 0.12 -0.13
C -0.96 0.64 0.06
O 0.52 -0.51 -0.22
C 0.27 -0.23 0.17
S 0.33 0.19 0.10
S -0.23 0.26 -0.04
H 0.06 -0.07 -0.13
H 0.26 0.17 0.03
H 0.03 -0.02 0.10
F 0.09 0.14 -0.01
C 0.14 0.43 0.01
C 0.05 0.18 -0.02
F -0.12 -0.02 0.03
C -0.40 0.35 0.22
F -0.58 0.00 0.18
C -0.14 -1.04 -0.06
Se -0.67 0.45 0.28
C 0.62 0.07 -0.27
F -0.24 -0.22 0.10
C 0.19 -0.13 -0.10
F 0.06 -0.01 -0.03

Calculated values
Gap between HOMO and LUMO (spin up / spin down), eV: 5.489 / 5.871
LUMO (spin up / spin down), eV: -4.69 / -4.57
Spin multiplicity: 2
HOMO level (spin up / spin down), hartree: -0.37390 / -0.38371
Charge: +1
Expectation value of S²: 0.767